(1)
Molecular formula: CH2N2O4
Method: DFT, ωB97M-V/def2-TZVPD

Element x y z (Å)
C: -0.5761 0.6483 -0.1411
N: 1.1018 -0.6402 -0.0286
N: -1.6038 -0.3204 -0.0255
O: -1.6798 -0.6967 1.1348
O: -0.3732 1.7848 0.0002
O: -2.1778 -0.7518 -0.9908
O: 2.0877 0.3047 0.0123
H: 1.0001 -0.9618 0.9343
H: 2.2211 0.6330 -0.8956

HOMO (spin up / spin down) (hartree): -0.341 / -0.341
LUMO (spin up / spin down) (eV): -1.28 / -1.28
ΔE to the lowest compared entry with this formula, charge and spin (kJ/mol): 452.8
Orbital gap (spin up / spin down) (eV): 8.00 / 8.01
E_tot (eV): -12231.958

Atom charges from the Mulliken analysis, given in e for atoms 1 to 4:
1. C 0.445
2. N -0.353
3. N 0.903
4. O -0.481

***

(2)
Molecular formula: C17H30F6N4O6PRuS5Sb
Method: DFT, ωB97M-V/def2-TZVPD

Element x y z (Å)
Ru: 1.1125 1.4271 1.1842
S: 1.3836 4.8919 3.6051
Sb: 2.6247 3.1076 2.8630
S: 1.0208 1.0446 3.4272
S: 2.2728 3.4225 0.3986
F: 7.0716 -0.2628 1.6208
C: 6.0321 0.5823 1.7026
F: 6.5084 1.8004 1.4214
F: 5.6302 0.5921 2.9728
S: 4.6302 0.0835 0.5341
O: 3.5453 0.9544 0.8511
O: 5.2375 0.1896 -0.7607
N: 4.4585 -1.4061 1.0166
S: 3.0008 -1.9661 1.2032
O: 2.8644 -3.2582 0.5935
O: 1.9241 -1.0506 0.9975
C: 3.0910 -2.4192 3.0318
F: 3.4264 -1.4158 3.8312
F: 4.0663 -3.3421 3.1420
F: 1.9790 -2.9880 3.5063
O: -1.0289 -0.6792 0.7267
P: -1.5011 -0.8430 -0.6524
N: -0.5611 -0.1657 -1.8565
C: 0.8334 0.1504 -1.5825
C: 1.2723 1.0887 -2.7106
C: 0.1518 0.9727 -3.7455
C: -1.0718 0.7411 -2.8670
N: -3.0606 -0.2571 -1.0358
C: -4.2035 -1.0726 -0.6803
C: -4.6049 -0.5923 0.7128
C: -4.3866 0.9174 0.6103
C: -3.3331 1.0728 -0.5035
N: -1.6997 -2.4709 -1.1454
C: -1.7165 -3.4271 -0.0526
C: -0.2662 -3.8856 0.0940
C: 0.2955 -3.7902 -1.3320
C: -0.7986 -3.0491 -2.1229
H: 1.4266 -0.7710 -1.5502
H: 0.9487 0.6583 -0.5847
H: 2.2475 0.8075 -3.1065
H: 1.3368 2.1121 -2.3343
H: 0.3204 0.1078 -4.3915
H: 0.0558 1.8649 -4.3616
H: -1.9081 0.2696 -3.3856
H: -1.3978 1.6925 -2.4320
H: -3.9421 -2.1270 -0.7244
H: -5.0122 -0.8661 -1.3982
H: -3.9210 -1.0182 1.4458
H: -5.6299 -0.8565 0.9770
H: -4.0318 1.3395 1.5467
H: -5.3171 1.4167 0.3302
H: -2.4019 1.4930 -0.1067
H: -3.7177 1.7091 -1.3112
H: -2.3684 -4.2659 -0.3417
H: -2.1021 -2.9626 0.8534
H: -0.1817 -4.8873 0.5127
H: 0.2612 -3.1876 0.7418
H: 0.4878 -4.7758 -1.7587
H: 1.2320 -3.2366 -1.3200
H: -1.3802 -3.7609 -2.7260
H: -0.4094 -2.2724 -2.7772
C: -0.8033 4.4859 -0.1981
O: -0.7208 3.0620 -0.2373
C: -0.6982 2.3533 0.9307
C: -1.4008 2.9781 2.1056
H: -1.8361 4.8029 -0.0101
H: -0.4809 4.8320 -1.1807
H: -0.1367 4.8960 0.5633
H: -2.3651 3.4004 1.8041
H: -0.7924 3.7827 2.5483
H: -1.5606 2.2255 2.8751

HOMO (spin up / spin down) (hartree): -0.030 / -0.031
LUMO (spin up / spin down) (eV): 4.22 / 4.22
ΔE to the lowest compared entry with this formula, charge and spin (kJ/mol): 373.4
Net charge: -2
Orbital gap (spin up / spin down) (eV): 5.04 / 5.05
E_tot (eV): -125252.043

Atom charges from the Mulliken analysis, given in e for atoms 1 to 4:
1. Ru -1.301
2. S -0.775
3. Sb -0.030
4. S -0.869

***

(3)
Molecular formula: CHFN2O
Method: DFT, ωB97M-V/def2-TZVPD

Element x y z (Å)
C: 0.4495 -0.6852 0.0750
N: -0.8033 -0.2934 0.2274
N: 0.1363 0.4520 0.8178
O: 1.1451 -1.4917 -0.4594
F: 0.5847 1.9167 -0.3502
H: -1.5123 0.1017 -0.3105

HOMO (spin up / spin down) (hartree): -0.418 / -0.406
LUMO (spin up / spin down) (eV): -1.99 / -2.13
ΔE to the lowest compared entry with this formula, charge and spin (kJ/mol): 371.3
Orbital gap (spin up / spin down) (eV): 9.39 / 8.91
E_tot (eV): -8792.662

Atom charges from the Mulliken analysis, given in e for atoms 1 to 4:
1. C 0.712
2. N -0.067
3. N -0.090
4. O -0.404

***

(4)
Molecular formula: C3H3O3S
Method: DFT, ωB97M-V/def2-TZVPD

Element x y z (Å)
C: 0.0860 -0.0041 0.2355
C: -0.2618 -1.2673 -0.0401
C: -0.9613 0.9553 0.5225
O: -3.3906 -0.0514 1.0654
O: -3.0316 0.4901 -1.2548
O: -1.5660 -1.6150 -0.1375
S: -2.4150 0.1310 0.0144
H: 1.1284 0.2842 0.2892
H: 0.4422 -2.0641 -0.2642
H: -0.8960 1.8764 -0.0651

HOMO (spin up / spin down) (hartree): 0.003 / -0.190
LUMO (spin up / spin down) (eV): 4.12 / 3.19
ΔE to the lowest compared entry with this formula, charge and spin (kJ/mol): 238.5
Net charge: -1
Spin multiplicity: 3
Orbital gap (spin up / spin down) (eV): 4.05 / 8.36
E_tot (eV): -20133.370

Atom charges from the Mulliken analysis, given in e for atoms 1 to 4:
1. C -0.288
2. C -0.163
3. C -0.465
4. O -0.550

***

The lowest ΔE to the lowest compared entry with this formula, charge and spin belongs to which entry?
C3H3O3S

***

What did the first record say?
Molecular formula: CH2N2O4
Method: DFT, ωB97M-V/def2-TZVPD

Element x y z (Å)
C: -0.5761 0.6483 -0.1411
N: 1.1018 -0.6402 -0.0286
N: -1.6038 -0.3204 -0.0255
O: -1.6798 -0.6967 1.1348
O: -0.3732 1.7848 0.0002
O: -2.1778 -0.7518 -0.9908
O: 2.0877 0.3047 0.0123
H: 1.0001 -0.9618 0.9343
H: 2.2211 0.6330 -0.8956

HOMO (spin up / spin down) (hartree): -0.341 / -0.341
LUMO (spin up / spin down) (eV): -1.28 / -1.28
ΔE to the lowest compared entry with this formula, charge and spin (kJ/mol): 452.8
Orbital gap (spin up / spin down) (eV): 8.00 / 8.01
E_tot (eV): -12231.958

Atom charges from the Mulliken analysis, given in e for atoms 1 to 4:
1. C 0.445
2. N -0.353
3. N 0.903
4. O -0.481